1.
DFT (wB97M-V/def2-TZVPD) results for a molecular structure, C21H22IN7O8S3W.

Structure (XYZ):
```
63
Properties=species:S:1:pos:R:3:forces:R:3:lowdin_charge:R:1
W 10.863 9.046 12.892 2.0 0.3 1.0 1.78
O 11.868 7.128 13.285 -1.1 -0.6 -0.5 -0.29
N 13.014 7.113 13.863 -0.6 -0.3 0.3 0.07
N 13.471 8.256 13.994 1.2 0.4 1.0 -0.16
O 12.839 9.292 13.451 0.5 0.4 -0.2 -0.20
C 14.744 8.424 14.712 0.6 -1.2 -0.6 -0.16
C 15.768 7.518 14.400 0.5 0.3 -0.1 0.01
C 16.980 7.618 15.106 -1.3 -0.2 -0.7 -0.04
C 17.103 8.508 16.140 -2.0 0.5 -0.5 -0.04
C 16.032 9.353 16.493 0.6 -1.1 -0.7 -0.02
C 14.847 9.308 15.772 -0.6 0.3 0.2 -0.01
H 15.706 6.746 13.622 -0.3 0.5 0.3 0.13
H 17.793 6.970 14.847 0.2 -0.3 -0.1 0.12
H 17.977 8.480 16.696 1.5 0.3 1.0 0.10
H 16.189 9.939 17.364 -0.3 0.7 0.5 0.11
H 13.944 9.859 16.049 0.5 0.1 0.0 0.12
O 10.281 12.666 12.452 0.2 -0.6 -0.7 -0.21
S 10.280 11.490 11.639 0.3 0.4 0.5 0.49
O 9.972 11.547 10.259 0.2 0.3 0.2 -0.20
O 11.603 10.613 11.912 -0.6 0.7 -0.4 -0.43
O 9.399 10.394 12.335 0.0 -1.0 0.1 -0.49
C 10.413 7.550 17.032 0.7 1.0 -0.7 0.12
O 11.288 8.178 15.958 -1.4 -0.3 -0.5 0.03
C 10.676 8.548 14.902 0.3 0.4 -0.9 -0.51
O 9.497 8.652 14.499 0.4 -0.6 0.7 -0.05
H 11.123 7.112 17.672 0.8 -0.5 0.8 0.09
H 9.807 6.776 16.590 -0.5 0.2 -0.2 0.11
H 9.966 8.405 17.512 -0.7 -0.1 0.1 0.11
I 9.166 13.851 16.902 0.1 -0.1 -0.2 0.97
C 10.309 12.649 15.679 0.9 -0.7 -0.4 -0.73
C 11.657 12.803 15.325 -1.7 -0.9 -0.2 -0.07
N 12.017 11.721 14.608 0.9 0.9 -0.2 0.04
N 10.994 10.880 14.422 -0.9 0.0 1.0 -0.11
C 9.955 11.426 15.104 1.2 0.1 0.1 -0.16
H 12.269 13.633 15.538 0.9 0.5 0.1 0.13
H 12.925 11.614 14.141 -0.8 -0.2 0.0 0.18
H 9.093 10.841 15.283 -0.9 -0.2 -0.3 0.11
S 13.863 7.560 9.455 -0.1 0.4 -0.3 1.20
C 13.102 7.834 10.912 0.2 -0.4 1.6 -0.46
N 11.875 8.269 10.961 -0.6 0.7 -0.8 -0.13
C 11.429 8.501 9.639 1.7 0.0 -1.5 -0.28
C 10.245 9.018 9.166 -1.5 -0.4 -0.1 -0.06
C 9.985 9.044 7.786 0.3 0.0 0.5 -0.03
C 10.946 8.607 6.881 0.7 -0.3 -0.1 -0.05
C 12.215 8.188 7.294 -1.3 0.8 0.8 -0.06
C 12.460 8.187 8.659 -1.3 -0.4 0.7 -0.42
H 13.609 7.604 11.829 0.3 -0.1 -0.3 0.06
H 9.430 9.270 9.855 0.5 0.0 -0.4 0.08
H 9.021 9.392 7.413 0.3 -0.1 0.2 0.12
H 10.756 8.535 5.818 -0.3 0.3 0.0 0.12
H 12.948 7.917 6.576 0.6 -0.3 -0.4 0.11
S 9.397 7.214 11.905 -0.4 0.6 0.5 0.84
C 7.743 7.654 12.336 0.4 -1.0 -0.3 -0.69
N 7.278 8.840 12.561 -0.3 1.9 -0.5 0.05
C 5.809 8.893 12.724 1.0 -1.3 1.2 -0.06
C 5.431 7.447 12.366 0.7 0.0 1.9 -0.07
N 6.758 6.760 12.339 -0.7 -0.3 -0.1 0.07
H 7.852 9.676 12.454 -0.2 -0.2 0.0 0.10
H 5.325 9.573 12.065 -0.1 0.8 -0.3 0.12
H 5.634 9.110 13.783 -0.4 0.2 -0.3 0.13
H 4.925 7.446 11.451 -0.5 -0.5 -1.6 0.11
H 4.783 7.027 13.132 0.1 -0.2 -0.1 0.13
H 6.883 5.758 12.438 0.0 0.4 -0.3 0.16
```
Forces are in eV/Å.

Output
2S+1 = 1
net charge = +2
electronic energy = -3357.40911 Ha
frontier orbital gap = 0.26312 Eh
energy above the lowest of the compared OMol25 structures with the same formula, charge and spin = 35.52 kJ/mol

***

2.
DFT (wB97M-V/def2-TZVPD) results for a single C9H15N3O5 molecule.

Structure (XYZ):
```
32
Properties=species:S:1:pos:R:3:forces:R:3:lowdin_charge:R:1
C 3.744 -2.308 0.240 -0.1 0.6 0.2 -0.05
N 2.925 -1.091 0.111 0.8 -0.3 -0.1 0.03
C 3.434 0.154 0.293 0.1 -0.2 0.5 -0.48
O 4.593 0.365 0.612 -0.1 0.0 -0.3 0.04
C 2.466 1.340 0.171 -0.4 -0.1 -0.6 -0.04
N 1.117 0.946 -0.270 1.0 0.4 -0.3 0.08
C 0.021 0.916 0.499 -0.5 0.1 0.7 -0.46
O -0.002 1.332 1.641 0.1 0.1 0.7 0.07
C -1.273 0.356 -0.094 -0.1 0.3 -0.7 -0.20
C -1.613 -1.070 0.401 0.0 0.3 -0.6 0.00
C -0.589 -2.066 -0.099 0.1 0.0 0.0 -0.50
O 0.356 -1.849 -0.821 -0.2 0.6 -0.4 0.08
O -0.778 -3.308 0.325 -1.0 -0.1 0.6 0.14
N -2.365 1.335 0.161 1.9 -1.4 0.6 0.12
C -3.244 1.579 -0.821 -1.4 0.1 -0.7 -0.56
C -4.314 2.604 -0.517 0.3 -1.1 0.6 0.01
O -3.223 0.992 -1.890 0.3 -0.1 -0.1 0.05
H 4.784 -2.052 0.054 0.0 0.1 0.1 0.08
H 3.645 -2.700 1.262 0.1 -0.1 -0.4 0.09
H 3.453 -3.060 -0.505 -0.2 0.3 0.3 0.08
H 1.959 -1.245 -0.091 -0.3 0.3 -0.2 0.06
H 2.411 1.817 1.141 -0.2 -0.1 0.2 0.12
H 2.901 2.103 -0.513 -0.3 -0.7 0.3 0.14
H 1.034 0.697 -1.233 -0.2 -0.3 -0.3 0.14
H -1.113 0.289 -1.175 -0.5 0.1 0.1 0.14
H -2.599 -1.378 -0.037 0.7 0.3 0.6 0.16
H -1.613 -1.098 1.494 -0.3 -0.1 -0.1 0.14
H -0.128 -3.827 -0.152 0.4 -0.5 -0.1 0.13
H -2.371 1.756 1.086 -0.1 0.0 -0.5 0.15
H -4.972 2.702 -1.366 -0.1 0.1 -0.1 0.08
H -3.789 3.502 -0.288 0.0 1.0 0.2 0.07
H -4.856 2.267 0.379 0.0 0.3 -0.3 0.09
```
Forces are in eV/Å.

Output
2S+1 = 1
SMILES = CNC(=O)CNC(=O)[C@@H](CC(=O)O)NC(C)=O
electronic energy = -892.50082 Ha
frontier orbital gap = 0.36325 Eh
energy above the lowest of the compared OMol25 structures with the same formula, charge and spin = 0.00 kJ/mol

***

3.
DFT (wB97M-V/def2-TZVPD) results for a single C5H8N2 molecule.

Structure (XYZ):
```
15
Properties=species:S:1:pos:R:3:forces:R:3:lowdin_charge:R:1
C 0.263 -0.488 1.481 -2.0 -4.6 -1.2 -0.03
C 0.422 -0.550 -0.039 0.7 0.7 2.0 -0.35
C 0.027 0.768 -0.728 0.5 -2.2 -2.2 -0.08
C -1.312 0.097 -1.084 0.1 -0.9 0.5 -0.10
N -0.604 -1.174 -0.809 -2.6 -2.8 -1.0 -0.08
C -1.318 -2.325 -0.498 2.7 3.9 -0.5 -0.27
N -1.866 -3.266 -0.184 -1.3 -2.2 0.5 0.14
H -0.546 0.114 1.648 -1.7 2.2 1.2 0.04
H 1.151 -0.321 2.021 0.9 0.5 0.6 0.06
H -0.214 -1.541 1.781 1.4 1.8 -0.3 0.13
H 1.365 -1.023 -0.111 1.3 -0.1 -1.2 0.12
H 0.628 0.903 -1.635 -0.3 0.3 0.2 0.12
H -0.036 1.591 -0.146 0.1 2.7 1.8 0.07
H -2.135 0.143 -0.358 0.2 0.8 -0.1 0.12
H -1.692 0.209 -2.086 -0.1 0.0 -0.3 0.11
```
Forces are in eV/Å.

Output
2S+1 = 1
SMILES = C[C@@H]1CCN1C#N
electronic energy = -304.74812 Ha
frontier orbital gap = 0.37873 Eh
energy above the lowest of the compared OMol25 structures with the same formula, charge and spin = 229.40 kJ/mol

***

4.
DFT (wB97M-V/def2-TZVPD) results for a single C4H8O2 molecule.

Structure (XYZ):
```
14
Properties=species:S:1:pos:R:3:forces:R:3:lowdin_charge:R:1
C -1.716 -0.349 0.622 -0.1 0.0 0.0 -0.04
C -0.728 0.711 0.193 -0.4 0.1 -0.2 -0.32
O 0.122 1.100 1.269 0.2 -0.1 0.2 0.00
C 0.694 0.425 0.154 -0.2 -0.2 -0.6 -0.25
C 1.002 -1.052 -0.020 -0.2 -0.1 0.2 -0.22
O 2.213 -1.211 -0.717 0.5 -0.1 0.2 -0.05
H -1.308 -0.917 1.466 -0.1 0.1 -0.2 0.09
H -1.994 -1.054 -0.169 0.0 0.2 0.0 0.08
H -2.618 0.156 0.974 -0.1 -0.1 0.0 0.08
H -1.058 1.450 -0.530 -0.3 0.5 0.5 0.14
H 1.361 1.086 -0.406 -0.2 -0.2 -0.1 0.15
H 0.230 -1.441 -0.699 0.3 -0.1 0.2 0.12
H 0.938 -1.638 0.907 0.2 0.2 0.0 0.13
H 2.882 -0.732 -0.216 0.2 -0.1 -0.1 0.09
```
Forces are in eV/Å.

Output
2S+1 = 1
SMILES = C[C@H]1O[C@H]1CO
electronic energy = -307.62012 Ha
frontier orbital gap = 0.40494 Eh
energy above the lowest of the compared OMol25 structures with the same formula, charge and spin = 242.36 kJ/mol

***

5.
DFT (wB97M-V/def2-TZVPD) results for a molecular structure, C31H20BrN7O3SeZr.

Structure (XYZ):
```
64
Properties=species:S:1:pos:R:3:forces:R:3:lowdin_charge:R:1
Zr 0.826 -0.529 -0.094 0.9 -0.4 -1.0 1.90
O 0.160 3.716 -0.573 0.0 -0.1 0.0 0.07
C -0.465 3.884 0.625 0.1 0.1 -0.1 -0.25
C -1.219 5.047 0.750 -0.1 -0.1 0.1 0.00
C -1.888 5.313 1.926 0.0 0.0 0.0 -0.04
C -1.817 4.430 3.005 0.0 0.0 -0.1 -0.06
C -1.085 3.273 2.879 -0.1 0.0 0.0 -0.02
C -0.403 2.969 1.688 0.0 -0.1 0.1 -0.09
C 0.248 1.661 1.579 0.1 0.4 -0.4 -0.38
O 1.006 1.410 0.479 -0.5 0.1 0.5 -0.24
N 0.029 0.738 2.463 0.2 -0.5 0.1 0.11
N 0.643 -0.458 2.043 -0.2 0.4 0.4 -0.15
C 1.130 -1.275 2.913 0.1 0.0 0.0 0.00
C 1.966 -2.401 2.545 -0.1 0.0 0.3 -0.15
C 2.210 -3.386 3.512 0.0 -0.1 0.0 -0.01
C 3.069 -4.434 3.257 0.0 0.1 0.0 -0.04
C 3.740 -4.483 2.036 0.0 0.0 -0.1 -0.02
C 3.547 -3.507 1.068 0.1 -0.2 0.1 0.00
C 2.653 -2.485 1.313 -0.3 0.6 -0.3 -0.30
O 2.434 -1.524 0.369 -0.1 -0.3 0.3 -0.26
H 0.830 3.028 -0.465 0.0 -0.1 0.0 0.08
H -1.242 5.737 -0.083 0.0 0.0 0.0 0.13
H -2.459 6.228 2.017 0.0 0.0 0.0 0.12
H -2.329 4.654 3.930 0.0 0.0 0.0 0.11
H -1.026 2.572 3.700 0.0 0.0 0.0 0.12
H 0.953 -1.058 3.965 0.0 -0.1 0.0 0.16
H 1.706 -3.312 4.469 0.0 0.0 0.0 0.13
H 3.240 -5.196 4.003 0.0 0.0 0.0 0.12
H 4.438 -5.286 1.841 0.0 0.0 0.0 0.12
H 4.089 -3.524 0.133 0.0 0.0 0.0 0.13
Se -3.320 4.568 -4.161 0.1 -0.3 0.1 1.23
N -3.702 3.547 -2.744 0.2 0.2 -0.3 -0.19
C -2.686 2.739 -2.592 -0.2 -0.2 0.4 -0.34
C -2.615 1.739 -1.521 -0.2 0.3 -0.3 -0.06
C -3.646 1.593 -0.590 -0.1 0.0 0.0 0.06
C -3.533 0.654 0.407 0.0 0.0 0.0 0.01
C -2.372 -0.104 0.469 0.0 0.0 0.0 -0.09
N -1.380 0.018 -0.411 0.0 0.2 -0.1 -0.01
C -1.494 0.931 -1.418 0.3 -0.1 -0.1 -0.13
C -0.377 1.070 -2.385 -0.2 -0.1 0.3 -0.14
N 0.725 0.296 -2.214 -0.1 0.2 0.0 -0.04
C 1.757 0.420 -3.057 0.0 -0.1 0.1 -0.08
C 1.748 1.309 -4.118 0.0 0.0 0.0 0.01
C 0.641 2.114 -4.286 0.1 0.0 -0.1 0.07
C -0.438 2.005 -3.408 -0.2 0.2 -0.2 -0.06
C -1.619 2.864 -3.527 0.4 -0.2 -0.1 -0.34
N -1.748 3.772 -4.458 -0.4 0.1 0.2 -0.19
H -4.518 2.230 -0.670 0.0 0.0 0.0 0.14
H -4.307 0.510 1.147 0.0 0.0 0.0 0.13
H -2.224 -0.816 1.272 0.0 0.0 0.0 0.12
H 2.618 -0.210 -2.864 0.0 0.0 0.0 0.13
H 2.603 1.370 -4.775 0.0 0.0 0.0 0.13
H 0.595 2.844 -5.085 0.0 0.0 0.0 0.14
Br -0.858 -5.642 1.894 -0.1 -0.1 0.1 0.86
C -0.131 -4.763 0.421 0.0 0.1 -0.2 -0.67
C 0.634 -5.422 -0.526 0.1 -0.1 -0.1 -0.05
C 1.141 -4.698 -1.598 -0.1 0.0 0.0 -0.01
C 0.884 -3.348 -1.676 -0.2 0.2 0.0 -0.11
N 0.146 -2.698 -0.756 0.3 -0.2 0.1 -0.07
C -0.352 -3.404 0.263 -0.2 0.0 0.1 -0.19
H 0.828 -6.483 -0.432 0.0 0.0 0.0 0.13
H 1.729 -5.177 -2.369 0.0 0.0 0.0 0.13
H 1.255 -2.756 -2.504 0.1 0.0 0.0 0.12
H -0.968 -2.873 0.982 0.1 0.0 0.0 0.10
```
Forces are in eV/Å.

Output
2S+1 = 1
net charge = +2
electronic energy = -6824.53174 Ha
frontier orbital gap = 0.23833 Eh
energy above the lowest of the compared OMol25 structures with the same formula, charge and spin = 85.73 kJ/mol